Record 1
Computed, not measured: the molecule C4H5NO at a distorted geometry, with the ωB97M-V functional and the def2-TZVPD basis.

- Gap between HOMO and LUMO: 10.95 eV
- 2S+1: 1
- Structure (SMILES): C[C@H](C#N)C=O

```
11
Properties=species:S:1:pos:R:3:forces:R:3
C 0.949012 -1.001954 0.151024 -1.204 0.210 0.718
C -0.243707 0.239472 0.372291 1.258 -0.686 -0.257
C -1.699008 0.253559 0.842042 -0.007 -0.783 -0.009
N -2.800139 0.407847 1.191847 2.012 -0.314 -0.671
C -0.119515 0.902486 -0.981854 0.550 0.099 -0.529
O 0.865613 0.662730 -1.630606 -0.417 0.840 -0.679
H 1.091451 -1.425718 1.132077 -0.174 -0.568 0.192
H 0.637694 -1.733486 -0.605886 -0.308 0.165 0.533
H 1.967289 -0.683798 -0.208378 -1.523 0.627 0.591
H 0.254327 0.831113 1.145673 0.014 0.370 -0.259
H -0.903017 1.547749 -1.408230 -0.201 0.038 0.371
```
Positions in Å, forces in eV/Å.

***

Record 2
Computed, not measured: a structure of composition C26H51Cl3N2O6PRuSi at a distorted geometry, with the ωB97M-V functional and the def2-TZVPD basis.

- Gap between HOMO and LUMO (alpha / beta): 5.96 / 6.40 eV
- 2S+1: 6

```
91
Properties=species:S:1:pos:R:3:forces:R:3
C -1.587418 -1.813591 -3.273689 -0.104 0.072 -0.151
C -1.144418 -2.843191 -2.285489 0.304 -0.202 -0.055
H -1.312018 -2.049391 -4.298189 0.032 -0.012 -0.048
H -1.177118 -0.839091 -3.015289 0.065 0.098 -0.011
H -2.674218 -1.704591 -3.240089 -0.051 -0.003 0.015
C -0.686018 -4.060491 -2.584789 -0.041 0.170 0.257
C -0.512018 -4.665091 -3.936789 -0.028 -0.059 -0.243
H -0.420218 -4.714091 -1.760789 0.005 -0.001 0.066
H -0.744918 -3.980091 -4.747289 -0.018 0.053 -0.043
H -1.151618 -5.543091 -4.056089 -0.020 -0.001 0.038
H 0.512982 -5.016091 -4.082389 0.022 0.016 0.045
Ru -0.138518 0.245909 0.133211 0.057 -1.566 0.710
Cl -2.383818 0.387509 0.688211 -0.795 0.079 -0.797
Cl -0.412518 1.463109 -1.824989 -0.198 1.186 -1.250
H 0.537582 4.764809 3.361711 -0.050 -0.010 0.015
H -1.566518 5.726309 2.141111 0.012 -0.036 0.041
C 0.882282 4.457809 2.373911 0.082 -0.011 0.078
C -1.116218 5.355309 1.219711 -0.103 0.092 -0.029
N -0.245718 4.232809 1.493511 -0.005 -0.720 -0.237
H 1.447682 3.537809 2.458411 0.069 -0.070 0.033
C -0.469918 3.038509 0.938811 -0.107 0.907 0.104
O 0.244982 2.044109 1.144611 0.281 -0.101 -0.231
H -1.908418 5.049509 0.543811 -0.063 -0.040 -0.049
H -1.335218 2.986709 0.280211 -0.070 -0.041 -0.020
H 1.523982 5.241409 1.970911 0.000 0.024 -0.050
H -0.557918 6.169309 0.756311 0.060 -0.009 -0.010
H 1.359182 -1.461791 -3.182789 -0.107 -0.105 -0.077
H 2.291982 -3.502691 -2.027789 -0.070 -0.041 -0.030
C 2.159382 -0.860991 -2.758289 0.039 -0.006 -0.001
C 3.113382 -2.869291 -1.692289 0.050 -0.076 0.045
N 2.649682 -1.505791 -1.552789 -0.237 0.422 0.303
H 1.759682 0.114109 -2.511189 0.013 0.121 0.002
C 2.466382 -0.965391 -0.356289 0.842 -0.871 -0.189
O 1.964482 0.150209 -0.133889 0.374 0.271 -0.161
H 3.477382 -3.241191 -0.738589 0.015 -0.001 0.086
H 2.829882 -1.589991 0.470711 -0.130 0.226 -0.283
H 2.971982 -0.772891 -3.478989 0.022 0.012 -0.031
H 3.920982 -2.920691 -2.421089 0.034 0.036 -0.036
O -0.156318 -1.455091 -0.655789 0.255 1.069 0.481
C -1.220418 -2.342691 -0.849089 -0.944 -0.879 -0.133
C -0.027618 -3.876791 0.767511 -0.048 -0.108 -0.249
C -1.213418 -3.448191 0.181111 0.132 -0.127 0.369
H 0.886782 -3.369991 0.497011 0.045 -0.091 0.016
C -0.020718 -4.916791 1.685911 -0.057 -0.020 -0.021
H -2.174318 -1.813791 -0.744989 0.068 0.117 0.029
C -2.400418 -4.069191 0.557911 0.019 0.100 -0.092
H 0.914782 -5.245791 2.122411 0.007 0.017 0.024
C -1.209318 -5.538191 2.045211 0.009 0.085 -0.055
C -2.402718 -5.103291 1.482611 0.069 -0.038 -0.043
H -3.331918 -3.735391 0.117211 -0.061 0.018 0.016
H -1.207718 -6.350591 2.761011 -0.001 0.028 0.008
H -3.336418 -5.574391 1.762711 -0.002 0.025 -0.001
Si -0.534818 5.089909 -5.603189 -0.079 -0.157 0.031
Cl -0.788218 3.677609 -7.139489 0.043 0.200 0.183
C 1.279382 5.106709 -5.161789 -0.108 0.006 -0.053
C -1.588418 4.536809 -4.164389 0.102 0.039 -0.171
C -1.095318 6.740809 -6.271789 0.056 -0.105 0.019
H 1.612382 4.128509 -4.819389 -0.042 -0.095 0.036
H 1.475282 5.824109 -4.363989 -0.026 0.059 0.061
H 1.891782 5.384809 -6.017589 0.018 0.037 -0.098
H -0.507718 7.036309 -7.139089 0.069 -0.004 -0.069
H -0.988718 7.519009 -5.515289 0.022 0.031 0.083
H -2.140718 6.710609 -6.573889 -0.081 -0.050 -0.007
H -1.286618 3.553509 -3.808089 0.067 -0.088 0.037
H -2.639318 4.480709 -4.442389 -0.082 0.018 -0.069
H -1.500318 5.235309 -3.331389 0.040 0.080 0.051
C -1.907418 1.764109 4.838511 -0.167 0.000 0.426
C -1.290818 1.280909 3.528111 -0.969 0.614 0.275
O -1.587918 -0.085391 3.259511 0.683 2.245 0.236
P -0.215018 -0.887991 2.584011 -1.970 -0.202 1.978
O -0.552718 -1.921591 3.952411 1.962 -0.661 -1.126
C -0.516918 -1.389991 5.274211 -0.368 -0.663 0.684
C 0.756982 -0.654091 5.689811 -0.007 0.133 0.266
O 1.224182 -1.591491 1.993011 0.266 -0.710 1.495
C 2.059882 -1.977391 3.077911 1.404 -0.964 0.353
C 3.301982 -2.756091 2.644011 0.421 0.040 -0.425
H -2.998918 1.560909 4.848311 0.638 0.095 0.099
H -1.749318 2.860109 4.930411 -0.149 -0.517 -0.104
H -1.429518 1.303109 5.722111 -0.330 0.134 -0.359
H -1.776818 1.896609 2.755611 0.361 -0.050 -0.074
H -0.204118 1.515009 3.565411 -0.480 -0.324 -0.301
H -1.432018 -0.814791 5.482311 0.428 0.116 -0.323
H -0.603718 -2.255191 5.964911 0.071 0.100 -0.559
H 0.951882 0.228009 5.052111 0.039 -0.392 0.233
H 0.642982 -0.302091 6.736611 -0.020 -0.131 -0.535
H 1.624882 -1.341191 5.677811 -0.423 0.483 -0.083
H 2.420082 -1.078891 3.620211 -0.504 -0.478 -0.071
H 1.548182 -2.709091 3.733311 -0.144 0.939 -0.136
H 4.023482 -2.119491 2.095811 -0.278 -0.399 0.079
H 3.839082 -3.116991 3.547111 -0.399 0.155 -0.479
H 3.013582 -3.637291 2.032111 0.266 0.466 0.268
```
Positions in Å, forces in eV/Å.

***

Record 3
Computed, not measured: a structure of composition C33H27N6OReS2 at a distorted geometry, with the ωB97M-V functional and the def2-TZVPD basis.

- Gap between HOMO and LUMO (alpha / beta): 6.02 / 5.57 eV
- Net charge: +1
- 2S+1: 2

```
70
Properties=species:S:1:pos:R:3:forces:R:3
Re 0.177779 0.743139 -0.260383 0.546 -0.231 0.464
C 0.362879 1.884539 4.147617 -0.181 -0.107 0.193
C -0.098121 1.885539 2.728017 0.526 -0.546 0.071
N 0.328479 0.920739 1.944617 -0.214 0.874 -1.425
N 1.142479 0.026539 2.539517 0.390 -1.139 1.164
C 2.083079 -0.510561 1.862417 -0.256 0.728 -0.084
S 2.456379 -0.016961 0.210317 -1.885 0.327 -0.372
S 3.120279 -1.646861 2.679517 0.370 -0.164 -0.119
C 3.173079 -2.993561 1.419717 -0.137 0.339 0.326
C 2.017679 -3.923161 1.622617 -0.015 -0.181 -0.044
C 2.224579 -5.255261 1.957517 0.060 0.126 -0.119
C 1.148079 -6.103261 2.148617 -0.113 -0.103 0.077
C -0.146221 -5.625261 2.032217 0.007 -0.073 0.025
C -0.360721 -4.295161 1.709917 -0.008 0.015 -0.003
C 0.714379 -3.453561 1.502917 0.060 0.012 -0.034
C -0.864121 2.987939 2.216517 -0.021 0.453 -1.240
C -1.701121 3.750539 3.045717 -0.075 -0.040 0.008
C -2.378221 4.849039 2.574817 -0.015 -0.040 -0.047
C -2.203321 5.260439 1.249717 -0.005 -0.150 0.241
C -1.371321 4.565339 0.412017 0.351 -0.592 -0.147
C -0.702221 3.394739 0.843717 -1.269 0.901 2.177
O 0.041979 2.744439 0.021717 0.755 -1.556 -2.324
H 1.444679 2.018039 4.160617 0.037 0.017 0.019
H 0.169479 0.912539 4.601517 0.025 0.034 0.049
H -0.090121 2.679239 4.727717 -0.002 0.009 -0.002
H 4.126379 -3.494361 1.568917 0.040 0.016 -0.079
H 3.150879 -2.515061 0.440117 0.152 -0.138 0.026
H 3.231679 -5.632261 2.064717 0.102 -0.026 0.003
H 1.316379 -7.138361 2.405217 0.032 -0.080 0.020
H -0.981221 -6.285361 2.205317 -0.106 -0.080 -0.001
H -1.364221 -3.906461 1.628717 -0.121 0.005 -0.027
H 0.541779 -2.413161 1.267517 -0.006 -0.006 0.010
H -1.860621 3.436639 4.065817 0.025 0.011 0.100
H -3.045521 5.390439 3.224617 -0.065 0.068 0.093
H -2.739421 6.118939 0.881117 -0.042 0.169 -0.062
H -1.235521 4.854939 -0.617783 0.049 0.079 -0.139
C 1.337579 4.013639 -4.582083 0.014 -0.029 0.092
C 1.973579 3.891039 -3.354483 -0.075 0.111 -0.168
C 1.768379 2.773439 -2.568683 -0.230 -0.450 -0.093
C 0.931979 1.748839 -3.021183 0.464 1.216 -0.855
C 0.321679 1.861939 -4.274283 -0.016 -0.152 0.405
C 0.511379 2.996239 -5.036683 0.020 0.091 -0.042
N 0.685579 0.632339 -2.221383 -0.608 0.845 2.359
C 0.938479 -0.614461 -2.699883 -0.071 -1.702 0.031
C 1.613579 -0.958161 -3.879483 -0.021 0.091 0.180
C 1.736879 -2.287161 -4.226583 0.003 0.092 -0.004
C 1.201079 -3.302661 -3.431783 -0.128 0.158 0.224
C 0.521979 -2.995561 -2.266983 0.057 -0.048 0.055
C 0.412179 -1.664061 -1.891183 0.625 0.319 -0.951
N -0.271921 -1.153461 -0.806283 -0.807 0.977 0.549
N -1.321121 -1.789161 -0.401583 0.315 -1.209 -0.560
C -2.230121 -1.030161 0.230917 -0.604 0.790 0.407
C -3.404021 -1.613161 0.736517 0.400 0.098 -0.149
C -4.393221 -0.799961 1.235017 0.096 0.216 0.013
C -4.210621 0.582139 1.199217 0.071 -0.167 -0.103
C -3.032521 1.093539 0.686617 -0.245 0.560 0.218
N -2.047721 0.323939 0.238417 1.739 -0.639 -0.303
H 1.482579 4.897839 -5.182083 0.046 0.088 -0.063
H 2.633379 4.671239 -3.008383 0.056 0.082 0.046
H 2.268579 2.667339 -1.617983 0.029 0.005 0.131
H -0.324021 1.067039 -4.617383 -0.084 -0.060 -0.059
H 0.003179 3.087539 -5.985283 0.008 0.013 -0.077
H 2.037779 -0.182361 -4.495183 0.056 0.065 -0.102
H 2.258379 -2.543961 -5.135883 0.065 -0.026 -0.059
H 1.318979 -4.333761 -3.721983 0.003 -0.113 -0.052
H 0.102879 -3.762061 -1.635583 -0.067 -0.103 0.082
H -3.499221 -2.684761 0.694917 -0.011 -0.135 -0.018
H -5.305121 -1.223961 1.628217 -0.043 -0.023 0.021
H -4.976921 1.253739 1.548717 -0.036 0.104 0.011
H -2.873821 2.161939 0.630217 -0.011 0.008 0.035
```
Positions in Å, forces in eV/Å.

***

Record 4
Computed, not measured: the molecule C13H11N5O6 at a distorted geometry, with the ωB97M-V functional and the def2-TZVPD basis.

- Gap between HOMO and LUMO: 7.38 eV
- 2S+1: 1
- Structure (SMILES): O=[N+]([O-])C1=CC(=[N+]([O-])[O-])[C@@H]([NH2+]Cc2ccccc2)c2c1no[n+]2[O-]

```
35
Properties=species:S:1:pos:R:3:forces:R:3
O -0.258526 7.113954 3.067483 -1.601 -1.689 -0.946
N -1.100079 6.730601 2.234098 0.383 2.029 -0.931
O -1.459647 7.487730 1.291837 0.360 -1.672 1.583
C -1.713740 5.402089 2.258958 -0.588 -1.153 -0.996
C -2.627011 5.009713 1.275158 0.825 0.937 -0.146
C -3.269093 3.750601 1.213037 -0.254 -0.761 -0.323
N -4.297465 3.560302 0.242869 -0.862 1.894 -1.192
O -4.528518 4.525451 -0.524199 0.172 -1.931 1.070
O -4.995415 2.492205 0.168823 1.185 1.268 0.336
C -3.027050 2.600361 2.125046 -3.917 -0.040 -0.801
N -3.100165 1.142345 1.242232 1.338 -1.876 2.785
C -1.953170 0.553218 0.523711 0.219 -0.118 -1.409
C -1.782704 -0.983350 0.581109 0.466 -0.297 0.038
C -2.094771 -1.819798 -0.516715 0.265 0.401 0.038
C -1.699906 -3.166124 -0.545945 -0.365 0.178 -0.119
C -0.999282 -3.732690 0.512046 -0.327 0.664 0.286
C -0.705367 -2.927488 1.609957 -0.286 0.356 0.236
C -1.099257 -1.579287 1.655883 0.236 0.074 -0.228
C -2.047746 3.066491 3.110049 0.054 -1.534 2.306
C -1.507062 4.371048 3.252586 1.170 2.325 2.263
N -1.043216 4.637794 4.513161 -1.606 -1.981 -2.554
O -1.350380 3.484381 5.210908 -0.006 -1.318 -0.236
N -1.969797 2.499594 4.372687 0.681 1.572 -0.980
O -2.274258 1.411097 4.830302 0.070 0.837 -0.390
H -2.834239 5.756671 0.486262 -0.109 -0.643 0.604
H -4.027070 2.169143 2.583561 1.687 1.789 0.085
H -3.258440 0.541373 2.093094 -0.094 0.377 -1.288
H -3.967391 1.156277 0.640866 0.552 0.783 0.912
H -1.038568 1.104088 0.832796 -0.493 -0.541 -0.217
H -2.213055 0.802725 -0.513777 0.788 0.012 0.026
H -2.575261 -1.392862 -1.404785 0.082 -0.159 0.384
H -1.955690 -3.793849 -1.402459 0.060 0.344 0.177
H -0.723525 -4.780655 0.507703 0.067 0.125 -0.075
H -0.176781 -3.355080 2.455302 0.005 0.118 -0.061
H -0.788693 -0.946925 2.498280 -0.158 -0.371 -0.236
```
Positions in Å, forces in eV/Å.

***

Energy relative to the best compared isomer or geometry (same formula, charge and spin) (kcal/mol)
47.5, 0.0, 23.9, 208.8